DFT (ωB97M-V/def2-TZVPD) results for a structure of composition C33H41N4O6S5SbTi.

```
91
Properties=species:S:1:pos:R:3:lowdin_charge:R:1
Ti -0.469 0.750 0.254 0.692
S -2.724 1.964 3.109 0.650
S 2.338 -0.907 3.762 -0.250
S 0.554 -1.493 2.910 -0.232
S 0.897 -1.058 0.911 0.076
O 2.176 1.852 2.167 -0.136
C 2.799 2.255 0.990 -0.228
C 2.708 1.373 -0.232 -0.247
C 3.884 0.970 -0.841 -0.015
C 3.850 0.233 -2.018 -0.048
C 2.621 -0.068 -2.574 -0.045
C 1.489 0.360 -1.912 -0.172
N 1.507 1.054 -0.768 -0.024
H 2.340 0.915 2.425 -0.070
H 3.867 2.458 1.157 0.113
H 2.333 3.203 0.701 0.115
H 4.824 1.222 -0.370 0.110
H 4.769 -0.101 -2.484 0.104
H 2.520 -0.650 -3.481 0.102
H 0.507 0.126 -2.296 0.035
C 0.329 4.503 2.100 -0.071
C -0.973 4.078 2.764 -0.620
C -0.759 4.082 4.280 -0.093
C -2.083 5.078 2.411 -0.076
C -1.437 2.667 2.322 -0.831
N -0.817 2.061 1.316 -0.113
H 0.611 5.494 2.467 0.080
H 0.240 4.553 1.012 0.077
H 1.109 3.796 2.363 0.055
H -0.426 5.076 4.596 0.074
H 0.003 3.354 4.560 0.091
H -1.682 3.828 4.798 0.042
H -1.788 6.077 2.747 0.076
H -3.014 4.795 2.902 0.057
H -2.260 5.124 1.336 0.067
O -1.491 0.889 -1.507 -0.467
S -2.788 0.269 -0.931 0.288
O -3.760 1.312 -0.702 -0.314
O -2.203 -0.288 0.348 -0.435
O -3.265 -0.788 -1.795 -0.372
N -2.279 3.377 -3.487 0.139
C -1.508 3.739 -2.382 -0.689
N -2.210 3.856 -1.209 0.164
O -0.327 4.009 -2.501 0.010
H -3.015 2.716 -3.281 0.083
H -1.698 3.071 -4.252 0.078
H -3.033 3.265 -1.135 0.065
H -1.638 3.738 -0.381 0.060
C -2.265 -3.674 -0.071 -0.063
C -2.457 -4.590 -1.246 -0.296
C -3.052 -5.838 -1.064 -0.060
C -3.239 -6.713 -2.123 -0.107
C -2.820 -6.357 -3.396 -0.108
C -2.223 -5.120 -3.591 -0.138
C -2.050 -4.227 -2.537 -0.313
Sb -1.027 -2.359 -2.842 1.630
C -2.138 -1.705 -4.577 -0.314
C -3.384 -2.250 -4.871 -0.116
C -4.152 -1.776 -5.926 -0.098
C -3.676 -0.733 -6.705 -0.104
C -2.445 -0.169 -6.407 -0.066
C -1.673 -0.635 -5.345 -0.315
C -0.383 0.063 -5.013 -0.065
C 0.548 -3.322 -4.019 -0.318
C 0.599 -3.292 -5.407 -0.137
C 1.666 -3.843 -6.110 -0.109
C 2.706 -4.436 -5.414 -0.112
C 2.665 -4.481 -4.027 -0.068
C 1.600 -3.933 -3.317 -0.312
C 1.578 -4.020 -1.815 -0.074
H -2.620 -4.140 0.848 0.081
H -2.803 -2.736 -0.212 0.060
H -1.215 -3.406 0.075 0.059
H -3.369 -6.125 -0.068 0.102
H -3.705 -7.677 -1.951 0.091
H -2.951 -7.038 -4.229 0.091
H -1.881 -4.846 -4.583 0.094
H -3.776 -3.049 -4.254 0.091
H -5.122 -2.214 -6.128 0.093
H -4.263 -0.352 -7.532 0.091
H -2.073 0.657 -7.003 0.101
H -0.044 0.681 -5.846 0.082
H 0.415 -0.651 -4.781 0.045
H -0.520 0.709 -4.143 0.068
H -0.210 -2.824 -5.960 0.089
H 1.681 -3.805 -7.192 0.091
H 3.546 -4.868 -5.946 0.089
H 3.475 -4.950 -3.480 0.100
H 2.457 -4.542 -1.437 0.077
H 0.693 -4.565 -1.473 0.074
H 1.546 -3.034 -1.342 0.033
```

Summary:
- Calculated total energy: -5033.496226 hartree
- Total charge: -2
- Multiplicity: 1
- E_LUMO: 3.91 eV

---

DFT (ωB97M-V/def2-TZVPD) results for a structure of composition C28H54AgBr2F2N3O8S2.

```
100
Properties=species:S:1:pos:R:3:lowdin_charge:R:1
N 27.666 -0.113 7.638 0.323
H 28.469 -0.578 8.036 0.142
H 27.084 0.250 8.380 0.082
H 27.151 -0.771 7.070 0.011
H 27.932 0.718 7.130 0.126
N 27.798 -3.538 6.414 0.323
H 27.999 -3.983 5.529 0.144
H 27.163 -2.777 6.222 -0.017
H 28.673 -3.109 6.676 0.138
H 27.398 -4.150 7.110 0.158
Ag 29.188 -0.733 2.689 0.327
N 26.210 -1.607 6.105 -0.333
S 25.781 -1.032 4.740 0.415
O 26.001 0.389 4.653 -0.256
O 24.882 -1.755 3.829 -0.224
F 27.146 -1.563 4.166 -0.309
S 24.542 -1.767 6.549 0.619
O 24.019 -3.093 6.250 -0.258
O 23.662 -0.588 6.547 -0.231
F 24.805 -1.940 8.093 -0.165
Br 22.418 3.428 9.078 0.656
C 21.793 2.706 7.342 -0.622
C 21.466 3.814 6.370 -0.685
Br 22.967 4.905 5.845 0.705
H 20.901 2.121 7.569 0.067
H 22.601 2.066 6.988 0.030
H 20.702 4.464 6.798 0.059
H 21.031 3.449 5.439 0.054
C 21.292 -4.305 -0.222 -0.076
C 21.338 -5.016 1.009 -0.074
C 21.839 -4.402 2.136 -0.119
C 22.188 -3.083 2.147 -0.095
C 22.006 -2.330 0.981 -0.086
C 21.652 -2.974 -0.200 -0.104
H 20.947 -4.720 -1.158 0.100
H 20.981 -6.035 1.024 0.100
H 21.830 -5.017 3.024 0.101
H 22.554 -2.612 3.048 0.079
H 22.214 -1.271 1.007 0.089
H 21.664 -2.465 -1.152 0.100
C 22.865 -3.695 9.164 -0.112
C 21.782 -2.875 8.733 -0.083
C 20.803 -2.463 9.618 -0.094
C 20.740 -2.907 10.930 -0.107
C 21.756 -3.667 11.368 -0.089
C 22.800 -4.117 10.470 -0.076
H 23.590 -4.120 8.486 0.082
H 21.729 -2.539 7.709 0.089
H 19.927 -1.953 9.244 0.104
H 19.951 -2.709 11.640 0.112
H 21.753 -4.135 12.341 0.101
H 23.491 -4.855 10.849 0.095
C 21.801 0.194 3.887 -0.086
C 20.599 0.260 3.138 -0.089
C 20.476 1.238 2.191 -0.098
C 21.484 2.191 1.967 -0.063
C 22.581 2.164 2.833 -0.115
C 22.783 1.187 3.791 -0.099
H 21.949 -0.586 4.619 0.080
H 19.889 -0.545 3.258 0.108
H 19.517 1.294 1.698 0.104
H 21.466 3.077 1.349 0.103
H 23.252 3.009 2.791 0.093
H 23.660 1.122 4.417 0.062
C 25.457 -6.849 3.649 -0.059
C 24.928 -5.421 3.998 -0.306
O 23.926 -5.621 4.984 -0.086
H 26.041 -7.174 4.510 0.064
H 26.116 -6.874 2.782 0.067
H 24.656 -7.555 3.429 0.079
H 24.560 -4.829 3.160 0.095
H 25.673 -4.752 4.429 0.074
H 23.914 -4.834 5.535 0.018
C 24.257 -0.433 10.759 -0.057
C 24.652 0.794 9.914 -0.308
O 26.055 0.803 9.773 -0.118
H 23.244 -0.831 10.709 0.071
H 24.507 -0.223 11.799 0.081
H 24.799 -1.306 10.396 0.053
H 24.344 1.703 10.431 0.073
H 24.239 0.765 8.906 0.088
H 26.465 0.985 10.622 0.109
C 25.323 -0.633 0.577 -0.078
C 26.713 -0.483 -0.035 -0.270
O 27.579 -0.081 1.030 -0.235
H 25.378 -1.432 1.316 0.062
H 24.514 -0.945 -0.084 0.070
H 24.960 0.302 1.004 0.075
H 26.724 0.269 -0.825 0.116
H 27.035 -1.458 -0.399 0.119
H 27.317 0.802 1.303 0.075
C 25.965 3.736 7.544 -0.082
C 25.857 3.089 6.164 -0.343
O 27.121 2.569 5.848 -0.119
H 26.691 4.549 7.519 0.083
H 26.147 3.149 8.444 0.057
H 25.032 4.254 7.766 0.001
H 25.656 3.791 5.354 0.087
H 25.179 2.242 6.065 0.080
H 27.079 2.119 5.001 0.052
```

Summary:
- <S²>: 0.751
- Calculated total energy: -8156.126837 hartree
- Total charge: +1
- Multiplicity: 2
- E_LUMO (alpha / beta): -3.94 / -4.02 eV

---

DFT (ωB97M-V/def2-TZVPD) results for a structure of composition C28H32BrCaCl4CsIK2N3O8P2S4.

```
87
Properties=species:S:1:pos:R:3:lowdin_charge:R:1
C 2.540 -3.117 1.252 -0.447
C 1.798 -1.689 0.915 -0.244
C 1.641 -0.843 2.328 -0.745
I 0.636 -2.053 3.910 0.886
C 0.953 0.625 2.124 -0.201
C 1.810 1.989 2.383 -0.306
C 1.183 3.485 2.175 -0.143
C -0.339 3.656 1.691 -0.163
N -0.853 5.068 1.549 0.037
C -1.188 5.412 2.824 -0.594
S -1.817 6.173 4.215 0.658
C -1.237 2.327 1.382 -0.257
P -3.006 2.653 0.766 0.346
S -3.101 4.040 -0.644 0.073
C -0.589 0.843 1.618 -0.253
P -1.651 -0.742 1.286 0.846
C -1.893 -0.705 -0.628 -0.546
C -3.308 -0.664 2.214 -0.442
C -4.097 -2.088 1.902 -0.143
N 1.998 4.716 2.443 -0.219
C 3.341 4.693 1.734 -0.318
C 3.769 6.003 0.833 -0.337
C 5.210 5.964 0.091 -0.123
C 6.203 4.688 0.272 -0.130
C 5.799 3.371 1.165 -0.333
C 4.340 3.410 1.873 -0.473
S 3.634 1.997 2.919 0.707
H 3.293 -3.306 0.350 -0.389
H 3.202 -2.950 2.208 0.084
H 1.760 -3.976 1.357 0.076
H 2.575 -1.071 0.276 0.101
H 0.805 -1.791 0.330 0.105
H 2.751 -0.733 2.724 -0.099
H -3.680 1.507 0.224 -0.026
H -3.845 3.163 1.849 -0.001
H -1.964 -1.823 -0.967 -0.187
H -2.770 -0.034 -0.976 0.005
H -0.878 -0.282 -1.055 0.058
H -3.150 -0.556 3.378 0.093
H -4.010 0.206 1.911 0.033
H -5.115 -1.788 1.409 0.098
H -3.453 -2.789 1.224 0.078
H -4.307 -2.627 2.926 0.076
H 2.255 4.641 3.471 0.080
H 2.974 6.879 0.786 -0.027
H 5.489 6.892 -0.565 0.042
H 7.243 4.749 -0.276 0.103
H 6.521 2.451 1.285 0.029
Cs 3.292 -4.539 -0.654 1.425
O -7.282 -4.342 2.821 -0.194
S -6.534 -4.712 4.034 0.261
O -5.225 -5.271 3.655 -0.227
O -7.296 -5.718 4.793 -0.190
O -6.331 -3.515 4.869 -0.178
K 3.527 -0.483 4.295 0.659
C 3.225 8.999 -1.770 -1.918
Cl 2.061 8.173 -2.831 0.560
Cl 2.462 10.441 -1.059 0.539
Cl 3.730 7.891 -0.469 0.663
Cl 4.650 9.489 -2.719 0.538
Ca 5.018 1.927 -0.764 1.044
Br -2.696 -2.029 -2.700 -0.028
C -1.408 -6.039 -5.237 -0.041
C -0.330 -5.669 -4.230 -0.768
O 0.771 -5.300 -4.728 -0.124
O -0.674 -5.777 -3.024 -0.101
H -1.050 -5.925 -6.264 0.055
H -1.711 -7.080 -5.090 0.066
H -2.280 -5.394 -5.101 0.070
C -6.801 0.233 3.814 -0.013
C -7.742 -0.108 4.962 -0.697
O -8.967 -0.044 4.688 0.015
O -7.169 -0.411 6.040 0.025
H -7.356 0.487 2.907 0.077
H -6.177 1.087 4.088 0.071
H -6.157 -0.623 3.597 0.058
K 3.049 6.481 3.046 0.988
N 2.679 -5.007 -6.870 0.028
C 2.301 -4.690 -8.147 -0.132
C 3.441 -4.539 -8.904 -0.136
C 4.546 -4.780 -8.053 -0.145
C 4.046 -5.070 -6.804 -0.159
H 2.047 -5.171 -6.095 0.080
H 1.256 -4.598 -8.407 0.110
H 3.473 -4.285 -9.955 0.081
H 5.593 -4.747 -8.323 0.077
H 4.544 -5.313 -5.876 0.091
```

Summary:
- Calculated total energy: -10736.374897 hartree
- Total charge: 0
- Multiplicity: 1
- E_LUMO: -3.84 eV

---

DFT (ωB97M-V/def2-TZVPD) results for an isolated molecule of C5H10N2O4.

```
21
Properties=species:S:1:pos:R:3:lowdin_charge:R:1
N -1.795 0.320 -3.340 0.010
C -1.425 -0.285 -2.065 -0.191
C -0.604 0.533 -1.064 -0.428
O -0.453 1.772 -1.056 0.027
N -0.114 -0.153 -0.053 0.093
C 0.552 0.435 1.024 -0.252
C 0.020 0.091 2.357 -0.168
O -0.141 -1.346 2.286 -0.053
C 1.982 0.051 1.056 -0.442
O 2.818 0.469 1.862 0.089
O 2.344 -0.782 0.054 0.103
H -0.953 0.618 -3.766 0.050
H -2.183 1.228 -2.991 0.090
H -0.869 -1.112 -2.335 0.093
H -2.374 -0.564 -1.676 0.116
H -0.332 -1.151 -0.052 0.165
H 0.433 1.491 0.776 0.170
H 0.668 0.351 3.191 0.129
H -0.888 0.619 2.613 0.125
H -0.023 -1.701 3.196 0.114
H 3.337 -0.883 -0.018 0.161
```

Summary:
- SMILES: NCC(=O)N[C@@H](CO)C(=O)O
- Calculated total energy: -606.997730 hartree
- Total charge: 0
- Multiplicity: 1
- E_LUMO: 0.45 eV

---

DFT (ωB97M-V/def2-TZVPD) results for a structure of composition C27H19BrI2IrNOSi.

```
53
Properties=species:S:1:pos:R:3:lowdin_charge:R:1
Ir -1.137 -2.107 -0.479 0.899
I -0.642 -2.532 4.721 1.027
C 0.852 -2.474 3.279 -0.620
C 2.198 -2.372 3.605 -0.204
C 3.156 -2.261 2.618 -0.653
I 5.144 -1.992 3.203 0.984
C 2.796 -2.278 1.245 -0.213
C 3.684 -2.166 0.165 0.009
C 3.198 -2.194 -1.129 -0.006
C 1.836 -2.326 -1.348 -0.074
N 0.971 -2.427 -0.342 -0.027
C 1.427 -2.411 0.933 -0.182
C 0.423 -2.487 1.935 -0.455
O -0.822 -2.524 1.603 -0.209
H 2.493 -2.368 4.645 0.094
H 4.746 -2.063 0.339 0.079
H 3.874 -2.133 -1.969 0.124
H 1.425 -2.363 -2.348 0.130
C -5.004 2.805 -0.556 -0.067
C -5.090 1.422 -0.552 -0.071
C -3.936 0.652 -0.573 -0.108
C -2.688 1.271 -0.579 -0.288
C -2.606 2.662 -0.581 -0.088
C -3.762 3.426 -0.562 -0.065
Si -1.073 0.290 -0.547 0.672
C -0.153 0.665 -2.162 -0.291
C 0.926 1.545 -2.234 -0.097
C 1.546 1.787 -3.452 -0.067
C 1.095 1.160 -4.605 -0.066
C 0.016 0.288 -4.544 -0.069
C -0.602 0.040 -3.328 -0.127
C -0.158 0.660 1.057 -0.280
C 1.236 0.696 1.142 -0.104
C 1.861 0.935 2.357 -0.068
C 1.102 1.092 3.508 -0.056
C -0.285 1.039 3.440 -0.083
C -0.910 0.825 2.224 -0.085
H -5.905 3.404 -0.565 0.111
H -6.054 0.932 -0.538 0.110
H -4.014 -0.429 -0.573 0.063
H -1.639 3.152 -0.590 0.110
H -3.691 4.506 -0.562 0.111
H 1.275 2.061 -1.349 0.098
H 2.377 2.478 -3.501 0.111
H 1.578 1.356 -5.552 0.111
H -0.354 -0.194 -5.439 0.111
H -1.448 -0.638 -3.287 0.065
H 1.838 0.557 0.250 0.097
H 2.941 1.000 2.403 0.111
H 1.590 1.255 4.460 0.118
H -0.881 1.165 4.334 0.110
H -1.992 0.795 2.173 0.114
Br -2.756 -3.179 -1.793 0.155
```

Summary:
- <S²>: 0.768
- Calculated total energy: -4733.285186 hartree
- Total charge: +1
- Multiplicity: 2
- E_LUMO (alpha / beta): -5.56 / -6.28 eV

---

DFT (ωB97M-V/def2-TZVPD) results for a cluster of 2 separate species, C2H8NO in total.

```
12
Properties=species:S:1:pos:R:3:lowdin_charge:R:1
N -1.450 1.902 0.301 0.266
H -1.092 2.340 1.144 0.141
H -1.298 2.576 -0.441 0.143
H -2.395 1.560 0.454 0.144
H -0.824 0.997 0.049 0.086
O 0.246 0.285 -0.584 -0.010
C 1.053 -0.508 -0.104 -0.198
C 0.932 -1.968 -0.318 -0.019
H 2.022 -0.153 0.274 0.142
H 1.696 -2.337 -0.986 0.105
H 1.209 -2.412 0.660 0.105
H -0.098 -2.283 -0.449 0.095
```

Summary:
- Calculated total energy: -210.728810 hartree
- Total charge: +1
- Multiplicity: 1
- E_LUMO: -3.82 eV

---

Q: Number 5 is which compound?
A: C27H19BrI2IrNOSi